The following is a DFT calculation (the ωB97M-V functional and the def2-TZVPD basis) of a 3-piece molecular cluster, C3H11NO3 overall.

Positions of all 18 atoms, in Å:
C: -0.508027 -2.521337 0.336472
C: 0.818384 -1.710017 0.363634
N: 0.635868 -0.274978 0.558243
C: -0.424494 0.474701 0.258698
O: -0.492113 1.668358 0.525670
H: -0.224484 -3.530612 0.631614
H: -1.200816 -2.063008 1.034660
H: -0.924978 -2.518976 -0.667112
H: 1.353579 -1.965341 -0.553153
H: 1.376860 -2.019446 1.244373
H: 1.379268 0.212374 1.028914
H: -1.187471 0.014829 -0.381012
O: -2.707796 2.531434 -1.233293
H: -1.988301 2.341809 -0.615057
H: -3.137064 3.334377 -0.909021
O: 2.506960 1.947489 -0.947752
H: 2.961015 1.661363 -0.141937
H: 1.763617 2.416983 -0.533949

Forces on atoms 1 to 2 (eV/Å):
C 1.143 0.761 -0.012
C -0.965 -0.318 0.222

The value obtained for the highest occupied orbital energy is -10.18 eV. The SMILES is CCNC=O.O.O. The relative energy (zero: lowest compared OMol25 entry of this formula, charge and spin) is 84.5 kJ/mol.